#one
Here is a cluster of 2 separate species, C4H12N2S in total from the OMol25 dataset. Energies are from ωB97M-V/def2-TZVPD.

Summary:
E_HOMO = -0.30350 Ha
HOMO-LUMO gap = 5.54 eV

The geometry in XYZ format:
```
19
Properties=species:S:1:pos:R:3:mulliken_charge:R:1
C -0.0166 -1.3486 -0.2745 -0.367
N -1.1459 -0.6625 -0.8637 -0.351
C -1.1622 0.7522 -0.6076 -0.686
C -1.1356 1.1348 0.8594 -0.618
S 0.5515 1.0614 1.4383 -0.205
C 1.3734 -0.8416 -0.7854 -0.011
N 1.3704 -0.9118 -2.1620 -0.505
H -0.0445 -1.0719 0.7990 -0.049
H -0.2019 -2.4164 -0.1742 0.429
H -0.7498 -2.0739 2.5604 -0.221
H -1.9748 1.2814 -1.1360 0.402
H -0.2963 1.2016 -1.1168 0.422
H -1.5164 2.1485 0.9783 0.386
H -1.7298 0.4891 1.5089 0.320
H 2.2034 -1.2674 -0.1961 0.410
H 1.3548 0.1975 -0.3644 -0.106
H 2.3104 -1.1738 -2.4704 0.256
H -1.0041 -2.7282 2.8116 0.179
H -1.0802 -0.7227 -1.8799 0.315
```

#two
Here is an isolated molecule of C4H12N2S from the OMol25 dataset. Energies are from ωB97M-V/def2-TZVPD.

Summary:
E_HOMO = -0.29198 Ha
SMILES string = CNC[C@@H](N)CS
HOMO-LUMO gap = 8.79 eV

The geometry in XYZ format:
```
19
Properties=species:S:1:pos:R:3:mulliken_charge:R:1
N -1.3391 0.6840 -0.7107 -0.639
C -0.3394 0.7158 0.3382 0.426
C -0.8577 0.7053 1.7836 -0.945
S -2.3798 1.7434 2.0416 -0.232
C 0.5468 -0.5147 0.0822 -0.907
N 1.0321 -0.4431 -1.3064 -0.193
C 2.2396 -1.1853 -1.5820 -1.002
H -2.0211 1.4298 -0.6454 0.282
H -1.8866 -0.1786 -0.6648 0.205
H 0.2925 1.5994 0.2180 0.243
H -1.1646 -0.2548 2.1782 0.384
H -0.0993 1.1557 2.4227 0.375
H -3.2003 0.7047 1.8573 0.118
H -0.1600 -1.3574 0.1883 0.251
H 1.4644 -0.6130 0.6617 0.425
H 0.2552 -0.1056 -1.8409 0.269
H 2.2655 -1.4219 -2.6434 0.357
H 2.2401 -2.1057 -1.0100 0.323
H 3.1117 -0.5579 -1.3682 0.260
```

Relative stability in kcal/mol, measured from the most stable structure: #one 113.4; #two 0.0

#one
Here is a cluster of 2 separate species, C4H12N2S in total from the OMol25 dataset. Energies are from ωB97M-V/def2-TZVPD.

Summary:
E_HOMO = -0.28876 Ha
HOMO-LUMO gap = 5.47 eV

The geometry in XYZ format:
```
19
Properties=species:S:1:pos:R:3:mulliken_charge:R:1
C -0.0509 -0.5575 0.7571 -0.515
N -0.7747 0.6206 0.4372 -0.203
C -2.2006 0.6110 0.0305 -0.610
N -2.2385 0.7828 -1.3986 -0.450
C 1.4537 -0.4436 0.7858 -0.207
C 2.1177 0.3421 -0.4724 -0.559
S 1.6365 -0.5932 -1.9090 -0.314
H -0.2241 -1.3744 0.0264 0.310
H -0.5647 -0.9517 1.6932 0.322
H -0.5217 1.5400 0.7405 0.224
H -2.6528 -0.2286 0.6102 0.318
H -2.6339 1.4817 0.5957 0.300
H -3.1157 0.7894 -1.9353 0.195
H -1.5003 0.2776 -1.8508 0.185
H 1.8900 -1.5533 0.6054 -0.617
H 1.8252 -0.1716 1.7710 0.441
H 3.2016 0.2162 -0.3651 0.325
H 1.7597 1.3636 -0.5879 0.355
H 2.5934 -2.1511 0.4661 0.502
```

#two
Here is a cluster of 2 separate species, C4H12N2S in total from the OMol25 dataset. Energies are from ωB97M-V/def2-TZVPD.

Summary:
E_HOMO = -0.28381 Ha
HOMO-LUMO gap = 5.42 eV

The geometry in XYZ format:
```
19
Properties=species:S:1:pos:R:3:mulliken_charge:R:1
C 0.8019 -0.2350 -0.6659 -0.492
N 0.0107 0.0642 0.4702 -0.268
C -1.4530 -0.2876 0.1302 -0.158
C -2.5571 0.7068 0.5600 -0.561
S -4.0920 0.0334 -0.2062 -0.359
C 2.3453 0.0661 -0.2851 -0.701
N 2.7478 -0.2920 0.9918 -0.557
H 0.5102 0.4466 -1.5760 0.323
H 0.6574 -1.2979 -0.7656 0.388
H 0.0458 1.0362 0.6391 0.289
H -1.5205 -0.3486 -0.9886 -0.415
H -1.5989 -1.3092 0.4475 0.332
H -2.3673 1.6783 -0.0298 0.257
H -2.6289 0.9789 1.6857 0.345
H -1.7226 -0.2126 -1.8668 0.403
H 2.4955 1.1214 -0.3617 0.285
H 2.9968 -0.5085 -0.9320 0.388
H 2.0040 -0.4335 1.7269 0.243
H 3.3248 -1.2071 1.0264 0.258
```

#three
Here is a cluster of 2 separate species, C4H12N2S in total from the OMol25 dataset. Energies are from ωB97M-V/def2-TZVPD.

Summary:
E_HOMO = -0.34048 Ha
HOMO-LUMO gap = 8.41 eV

The geometry in XYZ format:
```
19
Properties=species:S:1:pos:R:3:mulliken_charge:R:1
C 1.1691 0.0375 -0.6192 -0.652
N -0.0034 0.2981 0.2689 -0.315
C -1.1035 0.9010 -0.4740 -0.159
C -2.4559 0.4689 0.1774 -1.161
S -2.6893 -1.2858 -0.1423 -0.187
C 2.2199 -0.7210 0.1483 -0.503
N 2.6158 -0.1172 1.4246 -0.652
H 0.8364 -0.4407 -1.5575 0.387
H 1.5640 0.9520 -1.0813 0.378
H -0.3258 -0.6345 0.5326 0.165
H -1.2342 0.5795 -1.5161 0.282
H -1.0126 2.0030 -0.3168 0.323
H -2.2575 0.5517 1.2582 0.375
H -3.3009 1.0953 -0.0632 0.427
H -3.6806 -0.5273 -1.5602 0.148
H 1.8876 -1.7758 0.2152 0.287
H 3.0738 -0.7190 -0.5264 0.314
H 2.9619 -0.8694 2.0173 0.245
H 1.7352 0.2037 1.8145 0.296
```

#four
Here is a cluster of 2 separate species, C4H12N2S in total from the OMol25 dataset. Energies are from ωB97M-V/def2-TZVPD.

Summary:
E_HOMO = -0.27669 Ha
HOMO-LUMO gap = 5.58 eV

The geometry in XYZ format:
```
19
Properties=species:S:1:pos:R:3:mulliken_charge:R:1
C -0.9243 -0.6351 0.0555 -0.263
N 0.0866 0.3880 0.0045 -0.216
C 1.3601 -0.3171 0.0654 -0.326
C 2.6162 0.7064 0.1755 -0.618
S 4.1475 -0.1851 0.0296 -0.342
C -2.2592 -0.1027 -0.2928 -0.745
N -2.8852 0.8050 0.7111 -0.599
H -0.7599 -1.5440 -0.6817 0.274
H -0.9670 -1.1227 1.0228 0.292
H 0.1429 1.0430 -0.8355 0.351
H 1.5053 -0.8926 -0.9448 -0.411
H 1.5293 -1.1050 0.8173 0.416
H 2.5004 1.5517 -0.5925 0.242
H 2.4812 1.2610 1.1541 0.325
H 1.8927 -1.3421 -1.6062 0.432
H -2.1681 0.5307 -1.2112 0.302
H -2.9240 -0.9567 -0.4304 0.386
H -2.1995 1.5405 0.8576 0.257
H -3.1751 0.3768 1.7016 0.242
```

Relative stability in kcal/mol, measured from the most stable structure: #one 86.0; #two 88.3; #three 0.0; #four 71.9

#one
Here is an isolated molecule of C4H12N2S from the OMol25 dataset. Energies are from ωB97M-V/def2-TZVPD.

Summary:
E_HOMO = -0.33112 Ha
SMILES string = NC[C@@H](N)CCS
HOMO-LUMO gap = 9.83 eV

The geometry in XYZ format:
```
19
Properties=species:S:1:pos:R:3:mulliken_charge:R:1
N -0.0757 2.1354 0.0239 -0.656
C 0.2848 0.7244 -0.0631 0.416
C 0.0689 0.0708 1.3023 -1.089
C 0.7241 -1.2459 1.6149 -0.568
S 0.2516 -2.6276 0.4854 -0.246
C -0.4990 0.0680 -1.1944 -0.561
N -0.1631 0.6552 -2.4992 -0.667
H -0.1707 2.4869 -0.9174 0.264
H -0.8633 2.2724 0.6394 0.229
H 1.3478 0.5811 -0.2563 0.158
H 0.3418 0.8974 1.9794 0.406
H -0.9960 0.0544 1.5575 0.370
H 1.7903 -1.2545 1.8108 0.443
H 0.2180 -1.6143 2.5004 0.350
H 0.7463 -3.5893 1.2765 0.112
H -0.3476 -1.0082 -1.2683 0.325
H -1.5680 0.0946 -0.9778 0.239
H -0.2113 -0.0239 -3.2480 0.240
H -0.8787 1.3230 -2.7661 0.235
```

#two
Here is an isolated molecule of C4H12N2S from the OMol25 dataset. Energies are from ωB97M-V/def2-TZVPD.

Summary:
E_HOMO = -0.31357 Ha
SMILES string = NCNCCCS
HOMO-LUMO gap = 9.41 eV

The geometry in XYZ format:
```
19
Properties=species:S:1:pos:R:3:mulliken_charge:R:1
C 0.4882 -0.8548 0.6883 -0.295
N 0.9016 -1.0245 -0.7404 -0.271
C -0.1989 -1.2553 -1.6312 -0.478
N -1.3448 -0.3465 -1.2961 -0.469
C 0.8478 0.5516 1.3613 -0.793
C 0.3147 1.7777 0.7790 -0.165
S -1.4311 1.8316 1.3509 -0.178
H -0.6294 -0.8504 0.6162 0.009
H 0.8738 -1.7321 1.3270 0.269
H 1.6858 -0.3952 -0.8205 0.306
H -0.4417 -2.3906 -1.5376 0.206
H 0.1233 -1.0663 -2.7351 0.311
H -2.0070 -0.4375 -0.5183 0.333
H -1.2708 0.4760 -1.8400 0.188
H 0.8401 0.3098 2.4724 0.299
H 1.9766 0.4400 1.0135 0.235
H 0.8470 2.6990 0.9421 0.414
H 0.2954 1.6053 -0.3881 0.073
H -1.8704 0.6621 0.9567 0.005
```

Relative stability in kcal/mol, measured from the most stable structure: #one 0.0; #two 43.3

#one
Here is an isolated molecule of C5H4 from the OMol25 dataset. Energies are from ωB97M-V/def2-TZVPD.

Summary:
E_HOMO = -0.36703 Ha
SMILES string = C#CCC#C
HOMO-LUMO gap = 10.95 eV

The geometry in XYZ format:
```
9
Properties=species:S:1:pos:R:3:mulliken_charge:R:1
C -1.8823 -1.2330 0.6800 0.057
C -0.8251 -0.8865 0.2229 -0.487
C 0.5708 -0.4745 0.0481 -0.618
C 0.7726 0.8973 -0.4462 -0.377
C 0.9707 2.0163 -0.8436 0.124
H -2.8415 -1.5719 0.9909 0.414
H 0.9317 -0.5899 1.0735 0.221
H 1.1572 -1.1778 -0.5552 0.276
H 1.1461 3.0200 -1.1703 0.390
```

#two
Here is a structure of composition C5H4 from the OMol25 dataset. Energies are from ωB97M-V/def2-TZVPD.

Summary:
E_HOMO = -0.35919 Ha
HOMO-LUMO gap = 9.99 eV

The geometry in XYZ format:
```
9
Properties=species:S:1:pos:R:3:mulliken_charge:R:1
C -0.4744 1.5649 0.9226 -0.645
C 0.3252 -0.9986 -1.3331 0.001
C 0.1091 -0.9019 0.3044 -0.359
C -0.0166 0.3714 0.6675 0.259
C 1.5076 -1.3648 -0.9795 -0.601
H -1.4500 1.7667 0.5145 0.278
H 0.2987 2.2826 1.2338 0.256
H -0.4247 -0.8085 -2.0450 0.416
H 0.1251 -1.9119 0.7148 0.397
```

Relative stability in kcal/mol, measured from the most stable structure: #one 0.0; #two 56.5

#one
Here is an isolated molecule of C5H4 from the OMol25 dataset. Energies are from ωB97M-V/def2-TZVPD.

Summary:
E_HOMO = -0.31378 Ha
SMILES string = C#CC=C=C
HOMO-LUMO gap = 9.21 eV

The geometry in XYZ format:
```
9
Properties=species:S:1:pos:R:3:mulliken_charge:R:1
C 2.0119 -0.3411 0.4590 -0.594
C 0.9260 -0.0402 -0.1758 0.289
C -0.1851 0.5741 -0.5034 -0.998
C -1.4212 -0.0169 -0.1476 -0.437
C -2.4767 -0.5217 0.1300 0.448
H 2.7980 -1.0318 0.1288 0.273
H 1.9175 0.7701 0.7042 0.281
H -0.1513 1.5479 -0.9790 0.340
H -3.4192 -0.9403 0.3838 0.398
```

#two
Here is an isolated molecule of C5H4 from the OMol25 dataset. Energies are from ωB97M-V/def2-TZVPD.

Summary:
E_HOMO = -0.31081 Ha
SMILES string = C#CC=C=C
HOMO-LUMO gap = 9.15 eV

The geometry in XYZ format:
```
9
Properties=species:S:1:pos:R:3:mulliken_charge:R:1
C 2.0150 -0.3202 0.4800 -0.609
C 0.9229 0.0375 -0.1112 0.301
C -0.1996 0.6092 -0.4615 -0.948
C -1.4142 -0.0323 -0.1230 -0.458
C -2.4584 -0.5766 0.1191 0.455
H 2.6763 -1.1054 0.0878 0.259
H 2.0512 0.8373 0.6072 0.262
H -0.2001 1.5664 -0.9637 0.334
H -3.3930 -1.0161 0.3655 0.405
```

#three
Here is an isolated molecule of C5H4 from the OMol25 dataset. Energies are from ωB97M-V/def2-TZVPD.

Summary:
E_HOMO = -0.33499 Ha
SMILES string = C#CC=C=C
HOMO-LUMO gap = 9.75 eV

The geometry in XYZ format:
```
9
Properties=species:S:1:pos:R:3:mulliken_charge:R:1
C 1.1444 -1.6167 1.1037 -0.730
C -1.0254 0.9383 -0.9142 -0.282
C 0.1325 0.4088 -0.1460 -0.541
C 0.6997 -0.7227 0.3358 0.263
C -1.8546 1.6588 -1.4990 0.019
H 2.0045 -2.1044 1.0092 0.304
H 0.6221 -2.0082 1.9295 0.250
H -2.3685 2.2844 -2.1855 0.399
H 0.6453 1.1618 0.3665 0.317
```

#four
Here is a cluster of 2 separate species, C5H4 in total from the OMol25 dataset. Energies are from ωB97M-V/def2-TZVPD.

Summary:
E_HOMO (alpha / beta) = -0.28850 / -0.28442 Ha
HOMO-LUMO gap (alpha / beta) = 7.38 / 7.27 eV

The geometry in XYZ format:
```
9
Properties=species:S:1:pos:R:3:mulliken_charge:R:1
C -0.8905 -0.7646 -0.2434 -0.004
C 0.5575 -1.0467 0.2800 -0.062
C 0.0961 0.2098 -0.1146 -0.253
C 0.5848 2.7597 -0.4731 -0.347
C -0.4429 -2.1306 0.0583 -0.109
H -0.2317 3.4784 0.0884 0.127
H 1.5269 2.8672 0.0344 0.175
H -0.6671 -2.4491 1.0708 0.197
H -0.5331 -2.9241 -0.7008 0.276
```

Relative stability in kcal/mol, measured from the most stable structure: #one 10.5; #two 13.8; #three 0.0; #four 154.1

#one
Here is an isolated molecule of C3H4N2OS from the OMol25 dataset. Energies are from ωB97M-V/def2-TZVPD.

Summary:
E_HOMO = -0.31348 Ha
SMILES string = [H]/N=c1\o[nH]cc1S
HOMO-LUMO gap = 9.31 eV

The geometry in XYZ format:
```
11
Properties=species:S:1:pos:R:3:mulliken_charge:R:1
C 0.3364 -0.3199 0.6576 0.237
C 1.3132 -0.4682 -0.1604 -0.439
C -0.8680 0.3229 -0.1471 0.532
H -0.8205 -0.4900 2.6981 0.160
H 2.2602 -1.0051 0.0977 0.345
H 1.4481 0.7355 -1.9124 0.264
H -2.4229 1.4546 -0.4903 0.290
N 0.9377 -0.0893 -1.4978 -0.214
N -2.0069 0.6522 0.2185 -0.620
O -0.3694 0.4766 -1.5189 -0.280
S 0.1922 -1.2692 2.0550 -0.276
```

#two
Here is an isolated molecule of C3H4N2OS from the OMol25 dataset. Energies are from ωB97M-V/def2-TZVPD.

Summary:
E_HOMO = -0.32960 Ha
SMILES string = [H]/N=C\N(C=O)C=S
HOMO-LUMO gap = 8.33 eV

The geometry in XYZ format:
```
11
Properties=species:S:1:pos:R:3:mulliken_charge:R:1
C 1.2609 0.0087 0.0069 0.292
C -0.6306 1.5007 -0.0772 0.108
C -0.9805 -0.9256 0.1667 -0.229
H 1.3483 -1.8529 -0.3622 0.221
H 1.7756 0.9387 0.1889 0.283
H 0.2042 2.2190 -0.1405 0.248
H -0.4100 -1.8118 0.5394 0.227
N 1.9322 -1.0315 -0.1726 -0.603
N -0.1594 0.1796 0.0105 0.101
O -1.7802 1.8509 -0.0540 -0.440
S -2.5605 -1.0758 -0.1058 -0.209
```

#three
Here is an isolated molecule of C3H4N2OS from the OMol25 dataset. Energies are from ωB97M-V/def2-TZVPD.

Summary:
E_HOMO = -0.27565 Ha
SMILES string = Oc1c[nH]c(=S)[nH]1
HOMO-LUMO gap = 7.87 eV

The geometry in XYZ format:
```
11
Properties=species:S:1:pos:R:3:mulliken_charge:R:1
C -0.4644 -0.3846 1.3656 0.524
C 0.2856 -1.3955 0.9173 -0.534
C 0.2461 0.2114 -0.6971 -0.107
H -1.0072 -0.7691 3.1043 0.334
H 0.5133 -2.4026 1.3279 0.355
H 1.2233 -1.5708 -1.0124 0.209
H -0.9301 1.4738 0.5027 0.194
N 0.7430 -1.0312 -0.3208 -0.032
N -0.5019 0.5740 0.3812 -0.033
O -1.2433 -0.1150 2.4374 -0.499
S 0.5035 1.0501 -2.0849 -0.411
```

Relative stability in kcal/mol, measured from the most stable structure: #one 78.4; #two 24.1; #three 0.0